No. 1
Here is a 27-piece molecular cluster, C25H104N6O38 overall at a distorted geometry from the Open Molecules 2025 dataset. Energies are from ωB97M-V/def2-TZVPD.

The geometry in XYZ format:
```
173
Properties=species:S:1:pos:R:3:forces:R:3
C -4.8966 5.3064 -2.6705 -7.547 0.749 0.509
O -6.0036 5.2235 -2.1102 0.216 -0.112 -0.501
N -4.7349 5.6737 -3.8985 -0.218 1.118 -4.970
N -3.8261 5.1302 -2.0737 6.983 -1.607 4.351
H -5.5260 5.6437 -4.5256 0.296 0.181 0.152
H -3.8117 5.8812 -4.2519 -0.430 -0.161 -0.202
H -3.8947 4.9163 -1.0890 0.506 -0.156 -0.038
H -3.0324 4.8625 -2.6379 0.365 -0.002 0.653
C 4.3876 4.1219 2.1003 -0.228 -0.584 -1.298
O 4.4761 4.4450 3.2234 0.304 1.424 4.944
N 3.2510 4.2742 1.4208 -1.699 0.090 -1.231
N 5.3742 3.5017 1.4967 2.942 -1.439 -2.102
H 2.6182 4.7775 2.0260 -0.395 0.247 -0.664
H 3.3530 4.5409 0.4520 -0.517 0.228 0.135
H 5.4038 3.3026 0.5070 -0.204 0.065 0.216
H 6.2695 3.5157 1.9639 -0.291 -0.045 -0.023
C -1.6698 -7.3392 -2.4400 -3.071 3.074 0.953
O -2.7870 -6.9334 -2.7369 -0.435 1.159 -0.061
N -1.2856 -8.4748 -2.8213 2.310 -6.663 -2.424
N -0.7867 -6.7721 -1.6422 2.024 2.397 2.000
H -1.8836 -9.0443 -3.4027 0.126 0.152 0.315
H -0.4735 -8.8872 -2.3848 -0.281 -0.249 -0.512
H 0.0725 -7.2399 -1.3910 -0.385 0.162 -0.236
H -0.8641 -5.8187 -1.3181 -0.428 -0.173 -0.112
C 7.4916 -1.9358 -3.1275 -2.070 -0.171 -0.348
C 6.1252 -1.3339 -2.7642 -0.485 -1.651 2.081
O 5.0577 -2.0269 -3.4087 1.201 -0.326 -1.308
O 7.6765 -1.5252 -4.4556 2.061 0.296 -0.570
H 7.5530 -3.0168 -3.0013 -1.052 -0.563 -0.531
H 8.2763 -1.7767 -2.3878 0.375 1.715 -0.567
H 6.0381 -0.2566 -2.9054 0.460 0.032 -0.201
H 5.9717 -1.5825 -1.7141 0.118 0.544 0.633
H 4.2014 -1.7711 -3.0583 -0.211 0.397 0.429
H 7.0032 -1.8845 -5.0380 -0.234 -0.256 0.413
C 2.1744 2.2126 -3.4649 2.525 0.938 -0.106
C 3.5249 2.4837 -2.7436 -0.464 -1.746 -0.786
O 4.5167 3.3236 -3.3907 -1.453 -0.486 0.577
O 1.5373 3.4154 -3.6532 -2.574 1.795 0.011
H 1.6334 1.4935 -2.8499 -0.360 0.348 -0.009
H 2.3194 1.8079 -4.4666 0.362 -0.703 0.040
H 3.7886 1.4266 -2.7110 1.338 -0.041 0.549
H 3.3436 2.8284 -1.7255 0.094 0.205 -0.142
H 4.3474 3.2965 -4.3353 0.212 -0.133 -0.227
H 2.1299 4.1128 -3.9430 0.321 -0.190 0.102
C -0.3659 -0.9067 0.0931 -1.314 1.790 -0.151
C -0.3341 0.4778 -0.6701 -1.203 -1.298 0.060
O 0.4645 1.4173 -0.0624 2.052 1.021 -0.332
O -1.0308 -0.8292 1.3545 0.983 -0.753 0.327
H 0.6487 -1.2232 0.3347 0.051 -0.042 -0.268
H -0.8637 -1.6414 -0.5398 0.105 -0.044 -0.075
H -1.2779 1.0039 -0.8135 -0.857 -1.033 0.218
H 0.0204 0.3555 -1.6935 0.354 -0.398 -0.110
H 0.1651 1.7219 0.7973 -0.266 -0.176 1.072
H -1.7763 -0.2371 1.4786 -0.477 0.724 -0.994
C -5.1523 -1.6612 2.9782 -0.619 1.671 -1.592
C -6.3091 -1.3412 1.9461 0.439 -1.610 0.660
O -7.3200 -2.3280 2.0898 -0.713 -0.181 0.169
O -5.5391 -1.1801 4.2382 -0.955 -0.143 -0.119
H -4.2791 -1.1082 2.6319 0.436 0.030 -0.059
H -4.8925 -2.7195 2.9532 -0.342 -0.141 0.024
H -6.0649 -1.5035 0.8963 0.844 0.331 0.110
H -6.7233 -0.3366 2.0307 0.245 0.157 0.363
H -7.7003 -2.2819 2.9701 0.045 0.125 0.170
H -4.8129 -1.2897 4.8563 0.641 -0.216 0.164
C 1.4926 -3.6913 -2.7139 0.009 1.690 0.909
C 1.6529 -2.3168 -3.3651 -0.257 -0.209 -0.303
O 2.5224 -1.4787 -2.6374 0.162 0.222 0.213
O 0.5590 -3.5411 -1.6108 -0.005 -0.009 -1.289
H 2.4394 -3.8675 -2.2034 0.356 -0.508 -0.615
H 1.2550 -4.4287 -3.4807 -0.384 -0.301 0.398
H 0.7246 -1.7461 -3.3932 -0.562 -0.614 -0.455
H 2.0570 -2.4223 -4.3719 0.029 0.021 -0.030
H 1.9945 -1.1561 -1.9034 0.540 0.194 0.559
H 0.9597 -4.0170 -0.8797 -0.208 -0.350 0.522
C -0.3934 2.7171 4.8414 0.257 -1.116 -0.156
C 0.6745 2.1597 3.8066 -0.369 1.188 0.309
O 0.3464 2.4109 2.4377 -0.297 -1.076 0.097
O -0.4497 4.1489 5.0310 0.705 -0.296 -0.829
H -0.2097 2.2479 5.8080 0.403 -0.046 0.078
H -1.3807 2.3479 4.5643 -0.004 0.005 -0.443
H 0.7928 1.0816 3.9149 -0.714 0.163 0.045
H 1.6928 2.4964 4.0007 -0.013 0.717 0.222
H 0.3455 3.3417 2.2028 0.274 0.453 0.391
H -1.0924 4.3591 5.7125 -0.082 -0.178 0.006
C -3.9506 -4.8421 0.1233 -0.322 -0.946 -0.579
C -2.8793 -3.7984 -0.2707 -0.419 -0.034 1.724
O -2.3287 -3.9988 -1.5170 0.078 -0.996 -1.722
O -3.5676 -6.2183 -0.0630 0.443 1.034 0.794
H -4.9010 -4.7820 -0.4070 0.078 0.882 -0.410
H -4.2570 -4.7386 1.1643 0.425 0.243 0.165
H -2.0543 -3.8493 0.4398 -0.074 0.008 0.572
H -3.2937 -2.7910 -0.2314 -0.378 0.121 0.336
H -1.4780 -3.5600 -1.5898 0.463 0.000 0.098
H -3.4895 -6.3135 -1.0151 0.205 -0.398 -0.692
C 3.4922 0.2290 1.1182 -0.349 0.533 -0.908
C 5.0047 -0.0265 1.0891 -1.502 -0.618 -1.126
O 5.4878 0.2094 2.3795 0.620 -0.268 0.143
O 2.8756 0.1314 -0.1867 1.401 -0.654 0.218
H 3.3146 1.2366 1.4942 0.107 0.147 0.214
H 2.9995 -0.4676 1.7965 0.155 -0.188 0.115
H 5.5327 0.5114 0.3018 -0.168 0.703 0.043
H 5.1901 -1.0650 0.8149 -0.221 -0.396 -0.030
H 6.2392 -0.3880 2.3677 0.386 0.252 0.914
H 1.9944 0.5084 -0.1330 -0.322 0.651 0.401
C 2.8221 -1.5707 4.5543 1.125 -1.778 -0.907
C 3.2027 -2.8573 3.6553 -0.420 2.708 1.043
O 2.9776 -4.0391 4.3997 0.080 0.114 0.093
O 1.5379 -1.6316 5.1207 0.082 0.312 -0.247
H 2.9237 -0.6805 3.9336 -0.332 -0.062 -0.051
H 3.6305 -1.4986 5.2820 -0.201 0.037 0.492
H 4.2612 -2.7024 3.4459 0.048 -0.229 -0.278
H 2.6065 -2.7898 2.7453 -0.031 -0.452 -0.172
H 3.5828 -4.7098 4.0749 0.076 -0.185 0.089
H 1.4976 -2.3390 5.7684 0.034 -0.110 0.074
C 1.0667 6.0963 -0.8568 -1.957 1.174 -0.216
C -0.1655 7.0142 -0.7344 -1.611 -0.262 -3.173
O -0.7035 7.2766 0.5152 0.625 -0.109 2.329
O 2.1040 6.8036 -0.2921 1.261 0.148 1.264
H 1.3637 5.9553 -1.8960 -0.593 -0.307 -0.122
H 0.7854 5.1585 -0.3777 0.476 -0.337 0.110
H -1.0221 6.6148 -1.2773 0.183 -0.760 -0.671
H -0.0692 7.9978 -1.1943 1.120 -0.020 -0.480
H -1.2910 8.0184 0.3534 -0.131 -0.014 0.509
H 1.6532 7.2410 0.4339 0.715 0.445 0.551
C -0.2620 -4.1130 3.3895 -0.854 0.468 0.881
C -1.6232 -4.8233 3.2672 1.774 0.745 -1.386
O -2.6381 -3.8413 3.3933 0.206 -0.447 0.464
O 0.8210 -4.9729 3.1477 -0.473 -0.982 -0.647
H -0.2165 -3.7806 4.4266 0.131 0.453 0.096
H -0.1678 -3.2521 2.7277 -0.514 0.215 -0.049
H -1.6138 -5.6384 3.9909 -0.526 -0.034 -0.016
H -1.6096 -5.1603 2.2307 -0.427 -0.804 0.009
H -3.4773 -4.2880 3.2603 -0.210 0.057 -0.009
H 1.5360 -4.6128 3.6775 0.579 -0.182 0.225
O -0.4493 1.8662 -6.1416 0.079 -0.128 0.064
H -0.0972 0.9997 -6.3454 0.038 -0.340 0.064
H -0.3089 2.3760 -6.9395 -0.046 0.233 -0.239
O -0.9443 -0.5492 4.0515 -0.059 0.530 0.411
H -0.0518 -0.6415 4.3850 0.248 -0.394 0.400
H -0.8710 -0.7348 3.1153 0.071 -0.170 -0.741
O -2.9532 1.3193 1.3910 0.241 -0.415 0.072
H -3.9017 1.1997 1.3440 -0.409 -0.175 -0.169
H -2.8295 2.2682 1.3678 0.232 0.597 -0.028
O -2.2210 4.4162 0.6485 -0.720 -0.420 -0.112
H -1.6381 4.1803 -0.0731 0.315 -0.060 -0.470
H -1.6558 4.8662 1.2764 0.369 0.226 0.369
O -3.3585 1.9952 -2.3018 0.149 -0.254 -0.093
H -3.9065 2.6053 -2.7955 -0.193 0.307 -0.324
H -2.5558 2.4848 -2.1225 0.597 0.506 0.186
O -0.5647 3.4469 -1.8014 -1.087 0.223 0.287
H -0.1082 2.7994 -1.2642 0.483 -0.421 0.572
H 0.0203 3.5982 -2.5438 0.413 0.108 -0.517
O -1.7977 3.7067 -4.6618 -0.652 0.699 0.381
H -0.9752 4.1943 -4.6179 0.279 -0.007 -0.011
H -1.5457 2.8390 -4.9776 0.242 -0.402 -0.206
O -2.4783 -0.1837 -3.7582 0.807 -0.268 -0.457
H -2.6949 0.0866 -4.6505 -0.117 -0.039 -0.275
H -2.5653 0.6149 -3.2377 -0.438 0.558 0.450
O -2.9448 -1.7536 5.2606 -1.032 0.000 0.974
H -2.4082 -1.0533 4.8893 0.549 0.208 -0.220
H -2.7365 -2.5226 4.7300 0.108 -0.363 -0.358
O -0.0072 5.0128 2.4703 0.095 0.451 -0.819
H 0.0643 5.9669 2.4399 0.050 0.400 -0.274
H -0.3322 4.8245 3.3507 -0.230 -0.224 1.162
O -3.8810 -2.3003 -2.9310 -0.845 0.091 0.030
H -3.2614 -2.9233 -2.5512 0.125 -0.635 0.152
H -3.3394 -1.5602 -3.2052 0.112 0.428 -0.239
O 1.3268 -5.3653 0.2571 0.222 -0.078 -0.432
H 1.6753 -6.1898 -0.0820 0.181 -0.120 -0.157
H 1.1067 -5.5548 1.1692 -0.221 0.280 0.961
O -5.4974 0.6957 -1.2094 -0.556 -0.044 0.429
H -5.1730 -0.1532 -1.5100 0.100 -0.390 -0.188
H -4.8639 1.3283 -1.5480 0.262 -0.001 0.129
```
Forces are in eV/Å.

Computed properties:
Maximum force: 8.4 eV/Å
LUMO level: -0.018 Ha
Net charge: 0
Gap between HOMO and LUMO: 8.65 eV
HOMO: -9.14 eV
Electronic energy: -4202.45254 hartree

***

No. 2
Here is C25H10Cl6IN2O3Pt as an isolated structure from the Open Molecules 2025 dataset. Energies are from ωB97M-V/def2-TZVPD.

The geometry in XYZ format:
```
48
Properties=species:S:1:pos:R:3:forces:R:3
Pt -0.4944 -0.2385 -0.2232 0.139 -0.025 -0.049
O -3.7639 0.5523 1.7947 -0.047 0.001 -0.037
C -2.8868 0.0583 1.1399 0.008 -0.009 0.029
O -2.1529 0.6895 0.2531 0.072 0.034 0.041
C -2.5777 -1.4194 1.2190 -0.003 -0.012 -0.074
C -3.4912 -2.2771 1.8369 0.023 -0.002 0.060
C -3.2890 -3.6207 1.7401 -0.016 0.004 -0.004
C -2.1669 -4.1074 1.0396 0.042 0.017 0.018
C -1.9340 -5.4946 0.8847 0.005 -0.004 0.005
C -0.8316 -5.9410 0.2207 -0.008 -0.007 -0.003
C 0.0869 -5.0130 -0.3123 0.014 0.017 0.001
C -0.1085 -3.6669 -0.1893 -0.031 -0.007 -0.036
C -1.2497 -3.1849 0.4810 0.042 0.001 0.113
N -1.4858 -1.8342 0.5902 -0.162 -0.036 -0.183
H -4.3313 -1.8317 2.3493 -0.016 0.002 -0.028
H -3.9847 -4.3243 2.1801 0.005 -0.002 0.009
H -2.6517 -6.1886 1.3029 0.007 0.000 0.015
H -0.6579 -7.0014 0.1000 0.006 0.000 0.007
H 0.9642 -5.3783 -0.8302 -0.002 0.002 -0.014
H 0.5952 -2.9620 -0.5991 0.029 0.030 -0.015
Cl 5.5850 1.4539 -3.9583 -0.001 0.000 -0.007
C 4.4514 0.7536 -2.8964 -0.015 -0.006 -0.011
C 4.4342 -0.6071 -2.7179 -0.005 -0.005 -0.025
C 3.4453 -1.1987 -1.9314 -0.026 -0.026 -0.015
I 3.3953 -3.2426 -1.8205 0.002 0.031 0.024
C 2.4319 -0.4474 -1.2299 -0.117 -0.047 -0.245
O 1.4176 -1.0552 -0.7165 0.062 0.004 0.196
C 2.6713 0.9237 -1.2045 0.044 0.023 0.058
N 0.3655 1.4565 -0.9579 0.119 0.162 0.116
C 1.8417 3.2383 -0.4877 0.044 0.018 0.089
C 2.9916 4.1524 -0.3886 0.062 -0.034 -0.022
C 3.3096 2.8753 -2.5040 -0.027 -0.040 0.017
C 3.5248 1.5681 -2.1647 0.042 -0.002 0.063
H 5.1588 -1.2260 -3.2273 -0.007 0.001 -0.012
H 0.9155 3.7019 -0.1672 -0.001 0.009 -0.004
H 2.7659 5.1564 -0.0562 -0.016 0.005 -0.026
H 3.8298 3.2935 -3.3594 -0.021 -0.010 -0.019
Cl 1.8023 1.3172 1.3357 0.004 -0.042 -0.032
C 1.7497 1.7468 -0.3835 -0.022 -0.028 -0.036
C 0.1840 2.0290 -2.0421 -0.732 0.257 0.269
C 0.1097 2.7561 -3.1262 0.303 -0.349 -0.352
Cl -0.0908 1.8714 -4.6088 0.280 0.022 0.023
C 0.4568 4.1901 -3.2294 -0.044 0.024 0.095
Cl -0.4124 5.1189 -4.3697 -0.148 0.039 0.148
C 1.5519 4.6704 -2.6046 0.192 -0.088 -0.281
Cl 2.1304 6.2572 -2.8749 -0.054 0.020 0.069
C 2.4118 3.7710 -1.7758 -0.023 0.052 0.070
Cl 4.5815 3.6470 0.1030 0.000 0.010 -0.007
```
Forces are in eV/Å.

Computed properties:
Maximum force: 0.8 eV/Å
LUMO level (alpha / beta): -0.219 / -0.218 Ha
Net charge: +1
Energy relative to the best compared isomer or geometry (same formula, charge and spin): 96.5 kcal per mole
Gap between HOMO and LUMO (alpha / beta): 5.62 / 5.63 eV
HOMO (alpha / beta): -11.57 / -11.57 eV
Electronic energy: -4471.75092 hartree

***

Which of these has the lowest electronic energy? C25H10Cl6IN2O3Pt

***

What is the maximum force in the first record? 8.4 eV/Å

***

Which value of electronic energy does entry 1 give? -4202.45254 hartree

***

Which value of maximum force does entry 2 give? 0.8 eV/Å